11
Properties=species:S:1:pos:R:3 method="wB97M-V/def2-TZVPD" e_homo_ev=-5.4 total_charge=-1 spin_multiplicity=1 relative_energy_kj_mol=256.2 mol_weight_g_mol=127.487
C 1.88 0.60 -0.79
C 0.88 -0.11 -0.23
O 0.57 -2.34 2.00
O -1.34 -1.92 0.27
P -0.22 -1.46 1.12
Cl -3.75 -0.82 0.45
H 1.78 1.22 -1.57
H 2.96 0.34 -0.68
H -0.09 0.08 -0.74
H -2.47 -1.19 0.07
H -0.90 -0.31 1.69



11
Properties=species:S:1:pos:R:3 method="wB97M-V/def2-TZVPD" e_homo_ev=-11.0 smiles=O[C@@]1(Cl)CO1.O spin_multiplicity=1 relative_energy_kj_mol=146.2 mol_weight_g_mol=112.512
C -0.40 -0.51 -2.36
C -0.16 -0.70 -0.88
O 0.46 0.40 -1.52
O -1.11 -0.51 0.13
O 0.60 0.07 2.23
Cl 1.13 -1.97 -0.46
H 0.31 -1.10 -3.03
H -1.31 0.00 -2.69
H 1.29 0.45 1.57
H -0.61 -0.15 0.92
H 0.37 -0.80 2.04



Values for LUMO, eV, ordered as above
4.0; 0.6